Run a
14
Properties=species:S:1:pos:R:3 method="wB97M-V/def2-TZVPD" homo_ha=-0.342 e_lumo_ev=-0.20 orbital_gap_ev=9.1 charge=0
C -0.63 1.42 -0.20
C 0.67 1.15 0.47
C 0.79 -1.83 -0.66
C 0.48 -2.24 0.71
H -1.82 0.86 -1.72
H 1.14 1.97 0.87
H 1.81 -1.70 -1.01
H 0.27 -2.33 -1.46
H 1.57 -2.11 1.37
H -0.23 -3.07 1.31
N 1.00 -0.04 0.73
N 0.15 -0.97 0.19
O -0.67 1.39 -1.46
O -1.66 1.41 0.49

---

Run b
14
Properties=species:S:1:pos:R:3 method="wB97M-V/def2-TZVPD" homo_ha=-0.318 e_lumo_ev=0.40 orbital_gap_ev=9.0 charge=0 smiles="CN=C=O.N=C=CO"
C -1.18 -0.81 0.83
N -1.68 0.28 0.00
C -1.24 1.06 -0.80
O -1.01 1.84 -1.64
H -0.54 -0.42 1.61
H -2.17 -1.08 1.35
H -0.75 -1.60 0.18
N 3.07 1.17 -2.33
C 2.37 0.70 -1.47
C 2.04 0.06 -0.39
O 1.36 0.55 0.78
H 2.66 1.55 -3.13
H 2.10 -0.95 -0.42
H 1.45 1.49 0.70

---

Run c
14
Properties=species:S:1:pos:R:3 method="wB97M-V/def2-TZVPD" homo_ha=-0.366 e_lumo_ev=-0.14 orbital_gap_ev=9.8 charge=0 smiles="[H]/N=C/N1C[C@@H]1C(=O)O"
H 2.99 -1.38 -0.16
N 2.39 -0.69 0.10
C 1.24 -0.62 -0.69
N 0.46 0.54 -0.60
C -0.01 1.13 0.65
C -1.13 0.74 -0.27
C -1.82 -0.37 0.00
O -2.96 -0.60 -0.45
O -1.05 -1.29 0.64
H 0.96 -0.99 -1.63
H 0.36 2.24 0.58
H 0.14 0.45 1.57
H -1.44 1.61 -0.73
H -0.12 -0.77 0.98

---

run b wins, 40.8 kcal/mol ahead of the next structure.

---

Run a
14
Properties=species:S:1:pos:R:3 method="wB97M-V/def2-TZVPD" homo_ha=-0.282 e_lumo_ev=0.45 orbital_gap_ev=8.1 charge=0 smiles="C/C(O)=C(/N)OC#N"
C 1.01 -0.93 0.87
C -0.10 -0.52 -0.05
O -0.66 -1.55 -0.81
C -0.19 0.73 -0.63
N -0.70 1.03 -1.85
O -0.12 1.77 0.25
C -0.57 1.31 1.44
N -0.77 1.42 2.58
H 0.60 -1.50 1.71
H 1.53 -0.07 1.28
H 1.72 -1.57 0.34
H -0.39 -2.39 -0.44
H -0.67 2.00 -2.16
H -0.70 0.27 -2.52

---

Run b
14
Properties=species:S:1:pos:R:3 method="wB97M-V/def2-TZVPD" homo_ha=-0.318 e_lumo_ev=0.13 orbital_gap_ev=8.8 charge=0
H -0.41 2.60 0.30
N 0.46 2.34 0.07
C 0.75 1.15 -0.50
N -0.01 0.01 -0.53
C -1.22 0.05 0.09
C -2.17 -0.92 0.39
O 0.56 -1.24 -0.81
C 1.71 -1.31 0.12
O 2.08 -0.34 0.86
H 1.83 1.24 -0.96
H -1.22 1.10 0.30
H -2.90 -0.75 1.07
H -1.98 -1.69 -0.36
H 2.54 -2.24 -0.04

---

Run c
14
Properties=species:S:1:pos:R:3 method="wB97M-V/def2-TZVPD" homo_ha="-0.287 / -0.317" e_lumo_ev="-1.68 / -0.41" orbital_gap_ev="6.1 / 8.2" charge=0
C 0.66 -0.87 0.99
C -0.39 -1.07 1.67
C 0.91 -0.14 -0.33
C -1.30 0.58 -0.53
N -0.01 0.91 -0.54
N -1.51 -1.14 2.35
O -1.71 -0.30 3.26
O -2.15 -2.19 2.11
H 1.71 -1.23 1.29
H 1.83 0.40 -0.33
H 0.77 -0.81 -1.10
H -1.37 -0.30 -1.12
H -1.99 1.38 -0.78
H 0.13 1.76 -0.09

---

Run d
14
Properties=species:S:1:pos:R:3 method="wB97M-V/def2-TZVPD" homo_ha=-0.327 e_lumo_ev=0.48 orbital_gap_ev=9.4 charge=0 smiles="Cn1c(=O)ccn1O"
C 0.07 -1.21 1.40
N -0.28 -0.25 0.36
C -0.23 1.11 0.69
O -0.48 1.53 1.80
C 0.09 1.79 -0.58
C 0.43 0.87 -1.44
N 0.29 -0.43 -0.88
O -0.28 -1.46 -1.58
H 1.17 -1.13 1.57
H -0.17 -2.25 1.15
H -0.45 -1.02 2.33
H 0.29 2.88 -0.80
H 0.78 0.91 -2.47
H -1.24 -1.33 -1.55

---

run d wins, 1.7 kcal/mol ahead of the next structure.

---

Run a
14
Properties=species:S:1:pos:R:3 method="wB97M-V/def2-TZVPD" homo_ha=-0.308 e_lumo_ev=0.64 orbital_gap_ev=9.0 charge=0 smiles="O[C@H]1[C@H]2N=CN(O)[C@@H]12"
O -0.94 1.33 -0.79
C -1.25 0.20 0.09
C -0.62 -1.20 0.03
N 0.63 -1.24 -0.88
C 1.66 -0.63 -0.42
N 1.10 0.28 0.65
O 1.23 1.64 0.23
C -0.25 -0.19 1.09
H -0.90 0.92 -1.77
H -2.38 0.01 0.32
H -1.02 -2.07 0.40
H 2.78 -0.48 -0.60
H 0.62 1.84 -0.50
H -0.67 -0.39 2.15

---

Run b
14
Properties=species:S:1:pos:R:3 method="wB97M-V/def2-TZVPD" homo_ha=-0.341 e_lumo_ev=0.72 orbital_gap_ev=10.0 charge=0 smiles="[H]/N=C1/NOC[C@@]12CO2"
H 0.23 -0.63 -2.10
N 0.02 0.39 -2.21
C 0.01 0.67 -0.94
N -0.44 1.75 -0.13
O 0.13 1.58 1.15
C 0.00 0.17 1.56
C 0.05 -0.59 0.21
C -0.58 -1.91 -0.06
O 0.84 -1.77 0.11
H -0.35 2.88 -0.57
H 1.00 -0.31 2.01
H -0.79 -0.37 2.35
H -0.97 -2.51 0.95
H -0.86 -2.64 -0.91

---

Run c
14
Properties=species:S:1:pos:R:3 method="wB97M-V/def2-TZVPD" homo_ha=-0.340 e_lumo_ev=-0.20 orbital_gap_ev=9.0 charge=0
H 1.46 1.69 1.05
N 2.38 0.91 1.37
C 2.22 -0.29 0.92
N 1.11 -0.79 0.31
C -0.11 -0.26 0.77
C -0.97 0.36 -0.18
C -0.91 0.12 -1.75
O -0.05 -0.41 -2.43
O -1.88 0.70 -2.35
H 3.15 -0.84 0.94
H 1.02 -1.56 -0.33
H -0.09 0.19 1.78
H -2.03 0.54 0.11
H -2.37 1.19 -1.69

---

run c wins, 77.6 kcal/mol ahead of the next structure.